Version a
{"formula": "C3H11NOS", "method": "the ωB97M-V functional and the def2-TZVPD basis", "elements": ["N", "C", "C", "C", "S", "H", "H", "H", "H", "H", "H", "H", "H", "H", "O", "H", "H"], "xyz": [[-1.11317, 1.50189, 0.22419], [-1.58225, 0.18764, -0.14198], [-0.42770, -0.59248, -0.88182], [0.71980, -1.03105, 0.00155], [0.65760, -2.55882, 0.90011], [-1.73973, 2.09955, 0.74756], [-0.19894, 1.53114, 0.63057], [-1.95483, -0.44947, 0.67004], [-2.37425, 0.26476, -0.88797], [-1.04064, -1.43624, -1.20813], [-0.11894, 0.09107, -1.66399], [0.96918, -0.27339, 0.76345], [1.65435, -0.93738, -0.55113], [-0.61246, -2.92708, 0.85281], [2.29502, 1.79708, -0.06125], [2.17005, 1.78561, 0.88368], [2.69692, 0.94715, -0.27771]], "spin_multiplicity": 1, "homo_ev": -8.9}

---

Version b
{"formula": "C3H11NOS", "method": "the ωB97M-V functional and the def2-TZVPD basis", "elements": ["N", "C", "C", "C", "S", "H", "H", "H", "H", "H", "H", "H", "H", "H", "O", "H", "H"], "xyz": [[-1.19245, -1.87323, 0.33771], [0.01647, -1.18263, 0.04002], [0.18108, 0.24099, 0.63188], [1.64620, 0.66705, 0.36012], [2.21907, 2.41675, 1.13041], [-1.31619, -2.14650, 1.30631], [-2.06089, -1.52151, -0.11770], [0.86039, -1.70421, 0.47607], [0.11430, -1.13216, -1.03895], [-0.59805, 1.01237, 0.18148], [-0.07283, 0.19839, 1.70180], [1.87950, 0.71324, -0.63816], [2.28952, -0.06607, 0.80092], [0.94734, 2.69480, 1.52765], [-1.79781, 0.42396, -1.89030], [-2.23116, 0.85370, -2.71728], [-0.88450, 0.40507, -2.09195]], "spin_multiplicity": 1, "homo_ev": -8.8}

---

Version c
{"formula": "C3H11NOS", "method": "the ωB97M-V functional and the def2-TZVPD basis", "elements": ["N", "C", "C", "C", "S", "H", "H", "H", "H", "H", "H", "H", "H", "H", "O", "H", "H"], "xyz": [[-2.31587, 0.86128, 0.64153], [-1.13445, 1.22136, -0.12954], [0.05450, 0.40805, 0.37312], [1.26693, 0.44295, -0.57627], [2.81376, 0.00741, 0.27212], [-3.09455, 1.48519, 0.47274], [-2.63532, -0.04493, 0.30932], [-0.92506, 2.27885, 0.03900], [-1.22649, 1.11444, -1.21264], [-0.24702, -0.63715, 0.45064], [0.29236, 0.72103, 1.37000], [1.09782, -0.18159, -1.44537], [1.39810, 1.46817, -0.92569], [2.82995, -1.29693, -0.02694], [-2.59442, -2.39832, -0.56564], [-3.43402, -2.42634, -1.05402], [-2.05982, -1.83555, -1.14332]], "spin_multiplicity": 1, "homo_ev": -8.9}

---

Version d
{"formula": "C3H11NOS", "method": "the ωB97M-V functional and the def2-TZVPD basis", "elements": ["C", "N", "C", "C", "S", "H", "H", "H", "H", "H", "H", "H", "H", "H", "O", "H", "H"], "xyz": [[-0.67669, 2.17560, -0.35196], [-0.69982, 0.76493, 0.13581], [-0.05314, -0.21544, -0.75640], [-0.04377, -1.65622, -0.41028], [1.28226, -2.50290, 0.47680], [-1.37277, 2.46235, -1.09991], [-0.46161, 2.92641, 0.41398], [0.29744, 1.95194, -0.97222], [-1.66744, 0.34929, 0.36774], [0.99880, 0.14244, -0.81577], [-0.49652, -0.11163, -1.79669], [-0.18167, -2.10204, -1.44179], [-0.93923, -1.88516, 0.02998], [2.10332, -2.18817, -0.54569], [0.74666, 0.17611, 2.63429], [0.89991, -0.71263, 2.31342], [0.26427, 0.42513, 1.81869]], "spin_multiplicity": 1, "homo_ev": -9.4}

---

Which one sits at the top of the stability order? version c does.

---

Version a
{"formula": "C3H11NOS", "method": "the ωB97M-V functional and the def2-TZVPD basis", "elements": ["C", "C", "N", "C", "S", "H", "H", "H", "H", "H", "H", "H", "H", "H", "O", "H", "H"], "xyz": [[-0.44684, -1.62471, -1.39163], [0.10492, -0.40052, -0.70185], [-0.82546, 0.53702, -0.02759], [1.19614, -0.94923, 0.25458], [1.97007, 0.42667, 1.24139], [0.15754, -2.00769, -2.10165], [-1.34241, -1.35228, -2.02801], [-0.66799, -2.32668, -0.64429], [0.63121, 0.31004, -1.42979], [-1.09233, 1.23164, -0.73814], [-1.71276, 0.26389, 0.35188], [0.56100, -1.56534, 1.04123], [2.05131, -1.38473, -0.17901], [1.04295, 0.17900, 2.21116], [-0.48705, 2.91404, 1.75221], [-0.76158, 3.63159, 1.17661], [-0.37874, 2.11729, 1.21291]], "spin_multiplicity": 1, "homo_ev": -8.8}

---

Version b
{"formula": "C3H11NOS", "method": "the ωB97M-V functional and the def2-TZVPD basis", "elements": ["N", "C", "C", "S", "H", "H", "H", "H", "H", "H", "H", "C", "O", "H", "H", "H", "H"], "xyz": [[-3.09024, -0.12397, 1.46385], [-2.09924, 0.60690, 0.52590], [-0.86357, -0.23312, 0.16242], [0.16201, 0.87885, -0.92586], [-3.97851, 0.39947, 1.54385], [-2.70179, -0.22746, 2.40668], [-3.33431, -1.06876, 1.07162], [-2.73370, 0.85134, -0.35728], [-1.78376, 1.57560, 1.00767], [-1.16451, -1.13923, -0.39276], [-0.31749, -0.54554, 1.04722], [3.48763, -0.48269, -0.37276], [2.38116, -1.35324, -0.23682], [4.15112, -0.68591, 0.47910], [3.90962, -0.56709, -1.40321], [3.20513, 0.59323, -0.20227], [1.58953, -0.90007, -0.63267]], "spin_multiplicity": 1, "homo_ev": -6.5}

---

Which one sits at the top of the stability order? version a does.